(1)
C31H54BrIrNO9SbSi as an isolated structure in a non-equilibrium geometry, computed with ωB97M-V with the def2-TZVPD basis set.

Each line ends with the Mulliken spin population.
CARTESIAN COORDINATES (ANGSTROEM)
Ir (-0.420, 0.663, 0.632)  2.84
O (-0.819, 3.886, -2.288)  0.53
C (-1.243, 3.142, -1.424)  0.11
O (-1.365, 1.953, -1.200)  0.13
C (-1.854, 4.206, -0.224)  0.14
C (-3.069, 3.505, 0.378)  0.04
C (-3.820, 4.570, 1.200)  0.02
C (-2.893, 4.718, 2.430)  0.01
C (-1.773, 3.738, 2.079)  0.03
O (-2.485, 2.682, 1.386)  0.06
C (-0.888, 4.322, 0.960)  0.04
C (0.456, 3.625, 0.791)  0.04
O (1.391, 4.261, 0.356)  0.05
O (0.557, 2.378, 1.182)  0.15
H (-2.072, 5.122, -0.758)  -0.02
H (-3.663, 2.912, -0.312)  0.00
H (-4.796, 4.174, 1.478)  0.01
H (-3.978, 5.498, 0.653)  0.00
H (-3.401, 4.420, 3.344)  0.00
H (-2.516, 5.730, 2.565)  0.00
H (-1.218, 3.311, 2.909)  -0.02
H (-0.610, 5.362, 1.125)  0.00
Br (0.595, -0.012, 3.477)  0.08
C (0.665, -1.801, 2.819)  -0.02
C (1.180, -2.818, 3.607)  0.00
C (1.244, -4.071, 3.019)  0.00
C (0.839, -4.233, 1.699)  0.00
C (0.344, -3.135, 1.018)  -0.04
N (0.223, -1.936, 1.594)  0.07
H (1.515, -2.637, 4.617)  0.00
H (1.631, -4.912, 3.579)  0.00
H (0.916, -5.189, 1.201)  0.00
H (0.034, -3.198, -0.019)  0.02
C (1.972, 2.187, -2.718)  0.02
C (3.241, 1.469, -2.301)  -0.01
C (3.732, 1.968, -0.955)  0.00
C (4.313, 1.606, -3.370)  0.00
O (2.971, 0.045, -2.208)  0.01
Si (2.093, -0.905, -1.261)  -0.09
O (0.808, -0.050, -0.608)  0.68
O (2.859, -1.535, 0.012)  0.00
C (4.225, -1.896, 0.322)  0.00
C (4.178, -3.334, 0.822)  0.00
C (5.125, -1.810, -0.902)  0.00
C (4.690, -0.960, 1.425)  0.00
O (1.427, -2.153, -2.053)  -0.01
C (0.460, -2.211, -3.119)  -0.02
C (-0.860, -2.639, -2.485)  0.00
C (0.959, -3.261, -4.099)  0.00
C (0.296, -0.864, -3.807)  0.00
H (2.124, 3.267, -2.694)  0.00
H (1.167, 1.950, -2.023)  0.00
H (1.670, 1.894, -3.725)  0.00
H (3.914, 3.043, -0.994)  0.00
H (4.662, 1.468, -0.681)  0.00
H (2.985, 1.802, -0.175)  -0.01
H (4.545, 2.659, -3.538)  0.00
H (3.968, 1.174, -4.310)  0.00
H (5.227, 1.096, -3.067)  0.00
H (3.757, -3.987, 0.056)  0.00
H (3.566, -3.405, 1.722)  0.00
H (5.182, -3.688, 1.064)  0.00
H (4.725, -2.417, -1.717)  0.00
H (6.113, -2.198, -0.649)  0.00
H (5.238, -0.787, -1.256)  0.00
H (4.038, -1.053, 2.296)  0.00
H (4.675, 0.076, 1.090)  0.00
H (5.708, -1.210, 1.732)  0.00
H (-0.736, -3.590, -1.962)  0.00
H (-1.630, -2.777, -3.247)  0.00
H (-1.209, -1.880, -1.778)  0.00
H (1.062, -4.225, -3.601)  0.00
H (1.932, -2.970, -4.495)  0.00
H (0.265, -3.373, -4.934)  0.00
H (-0.029, -0.101, -3.095)  -0.01
H (-0.469, -0.942, -4.582)  0.00
H (1.227, -0.540, -4.270)  0.00
C (-4.472, -2.965, 1.088)  0.01
C (-3.041, -2.476, 0.900)  0.02
Sb (-2.789, -0.404, 1.330)  0.12
C (-3.237, -0.349, 3.403)  0.01
C (-3.091, 1.017, 4.055)  0.02
C (-4.547, 0.385, 0.445)  0.01
C (-4.516, 0.284, -1.076)  0.00
H (-4.532, -4.042, 0.932)  0.00
H (-5.156, -2.500, 0.377)  0.00
H (-4.846, -2.763, 2.094)  0.00
H (-2.694, -2.646, -0.122)  0.00
H (-2.353, -3.005, 1.558)  0.00
H (-2.593, -1.096, 3.872)  0.00
H (-4.263, -0.715, 3.492)  0.00
H (-2.074, 1.401, 3.965)  -0.01
H (-3.334, 0.957, 5.116)  0.00
H (-3.758, 1.751, 3.599)  0.00
H (-4.674, 1.412, 0.790)  0.00
H (-5.376, -0.185, 0.869)  0.00
H (-3.672, 0.836, -1.496)  0.00
H (-5.432, 0.674, -1.522)  0.00
H (-4.413, -0.753, -1.405)  0.00

Multiplicity: 6
Orbital gap (spin up / spin down) in eV: 9.14 / 6.21
HOMO level (spin up / spin down) in eV: -11.22 / -12.12
Charge: +1
M in g/mol: 1006.7
Energy relative to the best compared isomer or geometry (same formula, charge and spin) in kcal per mole: 1.2



(2)
C31H54Cl18FI2NO6PS as an isolated structure in a non-equilibrium geometry, computed with ωB97M-V with the def2-TZVPD basis set.

Each line ends with the Mulliken charge.
CARTESIAN COORDINATES (ANGSTROEM)
C (-3.335, 0.440, -1.333)  -1.13
C (-2.899, 0.926, 0.051)  -1.14
C (-1.738, 1.912, 0.305)  -0.98
C (-0.187, 1.749, 0.223)  1.11
C (0.358, 2.794, 1.220)  -1.31
C (-0.336, 4.168, 1.371)  0.27
C (-0.982, 4.468, 2.655)  -1.24
O (0.385, 5.037, 2.163)  -0.60
C (0.419, 2.105, -1.173)  0.82
S (-0.204, 1.065, -2.512)  0.65
C (0.284, 3.614, -1.538)  -0.49
Cl (1.597, 4.605, -1.004)  -0.01
C (-0.696, 4.223, -2.224)  1.06
C (-1.940, 3.675, -2.874)  -1.27
Cl (-0.583, 5.935, -2.457)  -0.18
O (1.843, 1.973, -1.105)  0.67
C (2.599, 0.956, -0.512)  -1.94
I (3.240, -0.221, -2.298)  0.14
P (4.247, 1.894, -0.198)  0.95
O (5.463, 1.269, -0.750)  -0.67
C (1.940, 0.139, 0.693)  5.60
C (2.276, -1.361, 0.504)  -3.24
C (3.765, -1.781, 0.602)  -1.13
C (4.146, -2.585, 1.861)  -0.84
C (4.600, -3.989, 1.516)  -0.95
O (5.831, -3.871, 0.784)  -0.20
C (6.453, -5.016, 0.519)  0.01
O (6.043, -6.084, 0.796)  -0.47
C (2.656, 0.465, 2.076)  -1.84
F (2.319, -0.546, 2.968)  -0.44
C (2.628, 1.748, 2.905)  -0.88
C (3.723, 1.676, 3.977)  -1.80
N (0.341, 0.332, 0.746)  -0.43
I (-0.651, -1.280, -0.369)  0.26
C (-0.224, 0.139, 2.159)  0.70
C (-0.745, -1.189, 2.717)  -2.16
O (0.131, -2.284, 2.734)  -0.52
H (-2.912, -0.522, -1.623)  0.04
H (-4.417, 0.296, -1.328)  0.44
H (-3.107, 1.136, -2.133)  -0.09
H (-3.751, 1.483, 0.455)  0.61
H (-2.818, 0.083, 0.743)  0.07
H (-1.919, 2.202, 1.342)  0.00
H (-1.944, 2.835, -0.237)  0.68
H (1.397, 3.035, 1.031)  0.42
H (0.288, 2.393, 2.221)  0.04
H (-0.844, 4.591, 0.511)  0.58
H (-1.544, 5.374, 2.835)  0.40
H (-0.681, 3.987, 3.579)  0.28
H (0.522, 1.634, -3.481)  -0.27
H (-2.500, 4.504, -3.302)  0.60
H (-2.603, 3.184, -2.171)  0.19
H (-1.707, 3.002, -3.695)  0.23
H (4.366, 2.103, 1.178)  -0.04
H (3.875, 3.125, -0.742)  -0.08
H (1.930, -1.688, -0.467)  1.67
H (1.736, -1.926, 1.260)  0.13
H (4.461, -0.951, 0.456)  0.26
H (3.958, -2.414, -0.267)  0.71
H (4.959, -2.092, 2.399)  0.25
H (3.308, -2.677, 2.553)  0.42
H (3.863, -4.503, 0.891)  0.34
H (4.753, -4.605, 2.403)  0.53
H (7.398, -4.823, 0.004)  0.39
H (3.707, 0.296, 1.840)  1.72
H (1.685, 1.899, 3.424)  0.33
H (2.811, 2.637, 2.309)  0.30
H (3.491, 0.912, 4.718)  0.35
H (3.767, 2.624, 4.512)  0.49
H (4.705, 1.465, 3.550)  0.35
H (-1.098, 0.784, 2.232)  0.54
H (0.462, 0.576, 2.868)  0.19
H (-0.948, -0.903, 3.758)  0.45
H (-1.732, -1.441, 2.325)  0.62
H (-0.228, -2.985, 2.176)  0.37
C (2.525, 8.107, -1.700)  0.10
Cl (2.907, 9.410, -2.825)  -0.16
Cl (3.957, 7.496, -0.855)  -0.17
H (1.833, 8.485, -0.957)  0.26
H (2.089, 7.287, -2.258)  -0.04
C (1.109, -4.531, -3.062)  -0.01
Cl (2.789, -4.536, -2.518)  -0.12
Cl (0.449, -2.885, -3.148)  -0.03
H (1.055, -4.975, -4.048)  0.42
H (0.508, -5.055, -2.331)  -0.24
C (-2.359, -6.958, -0.620)  0.22
Cl (-1.569, -5.436, -1.108)  -0.12
Cl (-2.117, -8.225, -1.816)  -0.15
H (-1.918, -7.272, 0.317)  0.31
H (-3.419, -6.761, -0.525)  -0.32
C (-5.514, 1.155, 3.316)  -0.44
Cl (-5.591, -0.592, 3.095)  -0.09
Cl (-3.819, 1.686, 3.373)  -0.07
H (-5.997, 1.629, 2.470)  0.29
H (-5.987, 1.433, 4.249)  0.37
C (-6.400, -5.364, -1.675)  -0.24
Cl (-5.755, -6.183, -0.245)  -0.18
Cl (-5.293, -5.492, -3.048)  -0.14
H (-7.339, -5.833, -1.939)  0.32
H (-6.534, -4.317, -1.433)  0.24
C (-4.042, -3.735, 4.808)  -0.42
Cl (-5.553, -4.092, 3.970)  -0.14
Cl (-2.658, -3.635, 3.700)  -0.04
H (-4.144, -2.776, 5.300)  0.25
H (-3.847, -4.526, 5.521)  0.37
C (-4.016, -1.788, -4.840)  -0.37
Cl (-2.368, -2.049, -4.251)  0.02
Cl (-4.488, -0.083, -4.793)  -0.15
H (-4.063, -2.126, -5.868)  0.37
H (-4.693, -2.351, -4.211)  0.16
C (1.052, 2.749, -6.706)  -0.30
Cl (-0.586, 2.648, -7.349)  -0.15
Cl (1.457, 1.347, -5.694)  -0.05
H (1.756, 2.780, -7.528)  0.35
H (1.128, 3.639, -6.092)  0.20

Multiplicity: 1
Orbital gap in eV: 6.68
HOMO level in eV: -11.11
Charge: +1
M in g/mol: 1510.8